i:
C3H9N2 | ωB97M-V/def2-TZVPD

ORCA input file:
```
! wB97M-V def2-TZVPD RIJCOSX def2/J DEFGRID3
* xyz 1 1
C 2.0191 0.3515 -0.1242
C 0.8130 -0.5560 0.2086
N -0.4254 0.0009 -0.2984
C -1.5704 -0.3342 0.2831
N -2.7340 0.1716 -0.0865
H 1.5827 1.3230 -0.1806
H 2.4095 0.4178 0.9111
H 2.6645 0.0790 -0.9967
H 0.6157 -0.4954 1.2405
H 0.9237 -1.6654 -0.1763
H -0.3992 0.6873 -1.0708
H -1.4285 -1.0830 1.1106
H -3.5592 -0.3087 0.2517
H -2.9085 0.2846 -1.0314
*
```

Values from the calculation:
HOMO	-0.5641	Ha
frontier orbital gap	11.17	eV
LUMO	-4.18	eV
molecular weight	73.12	g/mol

---

ii:
C3H9N2 | ωB97M-V/def2-TZVPD

ORCA input file:
```
! wB97M-V def2-TZVPD RIJCOSX def2/J DEFGRID3
* xyz 1 1
C -2.5934 -0.7059 0.9099
C 0.1400 0.2259 -0.4402
C 2.7217 0.4228 -0.4633
N -2.5733 0.0134 -0.1309
N 1.3691 0.0087 -0.0108
H -1.6577 -1.0062 1.4329
H -3.5090 -1.1392 1.2748
H -0.7985 0.1458 0.1443
H 0.0844 0.1530 -1.4869
H 2.7926 0.0827 -1.4695
H 2.8218 1.5544 -0.3114
H 3.4979 0.1934 0.1854
H -3.4652 0.0658 -0.6201
H 1.1698 -0.0145 0.9858
*
```

Values from the calculation:
HOMO	-0.5326	Ha
frontier orbital gap	9.25	eV
LUMO	-5.25	eV
molecular weight	73.12	g/mol

---

Winner for stability: i